ORCA calculation (ωB97M-V/def2-TZVPD) on a 2-piece molecular cluster, C7H8NO4 overall at a distorted geometry.

Computed properties:
HOMO energy (spin up / spin down) ... -4.111 / -4.104 eV
LUMO level (spin up / spin down) ... 2.0 / 1.9 eV
Charge ... -1
ΔE to the lowest compared entry with this formula, charge and spin ... 369.5 kJ/mol
Energy ... -17066.54620 eV

Geometry as XYZ:
```
20
Properties=species:S:1:pos:R:3:forces:R:3
C 1.9787 -1.6978 1.3737 -0.134 2.767 -4.364
C 2.3316 -0.4157 0.9800 0.306 -1.378 1.267
C 1.7823 1.6043 -0.3997 0.786 0.865 -0.796
C -3.2803 0.0611 0.3548 1.812 -1.928 -0.353
C 1.8899 0.1974 -0.2166 -0.838 -0.386 0.138
C -1.6962 -0.3187 -0.0136 -2.072 0.712 -0.273
C -1.4800 -1.2439 -1.2373 -0.817 2.009 -0.146
N 0.6577 2.3287 -0.6025 0.119 -2.670 0.676
O -3.5905 1.2154 0.0755 -0.289 0.198 0.111
O 2.9062 2.1250 -0.6179 -0.446 -0.725 0.448
O -3.8609 -0.9503 0.8108 -0.101 0.870 -0.165
O -0.8043 0.2142 0.6083 0.953 -0.160 -0.100
H 2.4249 -2.2127 2.1440 0.493 -0.805 1.932
H 1.4193 -2.2133 0.5668 0.064 0.009 1.110
H 3.0376 0.1835 1.5796 -0.302 -0.205 -0.009
H -2.3300 -0.8631 -1.9644 1.778 -1.283 1.159
H -1.6317 -2.2620 -0.8617 -0.082 0.098 -0.551
H -0.4494 -1.0414 -1.6348 -0.938 -0.455 0.228
H -0.1984 2.0468 -0.1625 -0.382 -0.010 0.046
H 0.8936 3.2424 -0.7826 0.089 2.477 -0.357
```
Forces are in eV/Å.



ORCA calculation (ωB97M-V/def2-TZVPD) on C49H51HgN5O5P3 as an isolated structure at a distorted geometry.

Computed properties:
HOMO energy (spin up / spin down) ... -3.520 / -3.521 eV
LUMO level (spin up / spin down) ... 2.2 / 2.2 eV
Charge ... -1
ΔE to the lowest compared entry with this formula, charge and spin ... 554.5 kJ/mol
Energy ... -101363.63203 eV

Geometry as XYZ:
```
114
Properties=species:S:1:pos:R:3:forces:R:3
Hg 0.0124 1.3868 -0.6504 -0.158 0.555 0.165
N -1.4056 2.2674 -2.8828 0.187 0.047 0.158
C -2.7824 2.3160 -2.4125 0.147 -0.019 -0.034
C -2.9758 2.4715 -0.9056 0.031 -0.100 0.039
O -4.1712 2.5706 -0.5576 -0.034 0.064 0.050
N -1.9062 2.5153 -0.1180 -0.418 -0.131 -0.416
C -2.2152 2.7686 1.2736 0.071 0.258 -0.018
C -1.2398 2.1724 2.2725 0.300 0.299 0.022
O -1.3133 2.5286 3.4497 0.045 -0.082 -0.047
O -0.4525 1.2676 1.8103 0.263 0.262 0.063
H -0.9163 3.1357 -2.6840 -0.049 0.032 -0.009
H -1.3654 2.1025 -3.8795 0.041 -0.032 -0.035
H -3.2729 1.3906 -2.7182 -0.013 0.221 -0.001
H -3.3702 3.1307 -2.8440 -0.008 0.103 -0.078
H -3.2001 2.3652 1.5279 0.211 0.323 -0.074
H -2.2625 3.8417 1.4758 -0.002 0.070 -0.015
C 1.6861 -0.5997 2.9769 -0.125 0.535 0.041
N 0.3982 -0.7823 3.5650 -0.081 -0.228 0.330
C -0.3460 -1.8296 2.9112 -0.139 0.053 -0.281
P -0.5718 -1.4915 1.0667 -0.442 -0.541 0.167
C -0.4845 -3.2365 0.4808 -0.102 0.000 -0.084
C 0.4272 -3.5136 -0.5370 -0.104 -0.022 -0.024
C 0.5722 -4.8028 -1.0396 -0.041 0.023 0.060
C -0.1975 -5.8350 -0.5229 -0.029 0.036 0.054
C -1.1059 -5.5752 0.4994 0.068 -0.038 -0.057
C -1.2469 -4.2876 0.9927 -0.009 0.012 0.031
C -2.3688 -1.1494 0.9667 -0.596 -0.209 0.974
C -2.8764 -0.1207 1.7663 0.064 -0.449 0.229
C -4.2019 0.2734 1.6578 -0.452 -0.391 -0.425
C -5.0455 -0.3517 0.7463 -0.604 -0.089 1.243
C -4.5486 -1.3681 -0.0591 -1.207 -2.943 3.158
C -3.2186 -1.7596 0.0455 -0.508 -2.610 3.132
C 0.0038 -0.2626 4.7971 0.054 -0.083 0.042
C -1.3392 -0.3027 5.2102 0.009 0.007 -0.021
C -1.7324 0.1990 6.4383 0.045 -0.039 -0.012
C -0.8157 0.7648 7.3140 0.056 -0.028 -0.074
C 0.5130 0.8085 6.9203 -0.041 0.025 0.017
C 0.9209 0.3026 5.6955 -0.014 -0.001 0.002
P 1.7877 0.5063 1.4295 1.306 0.353 -0.286
C 3.4750 -0.2237 1.0196 -0.177 -0.104 0.045
C 3.4255 -1.4118 0.2829 -0.050 0.018 0.024
C 4.5706 -2.1370 -0.0163 0.031 0.063 0.037
C 5.8102 -1.6770 0.4109 -0.051 0.014 0.014
C 5.8829 -0.4969 1.1386 -0.067 0.004 -0.027
C 4.7282 0.2179 1.4433 0.027 0.012 0.008
C 2.3381 2.1383 2.0556 0.055 -0.060 0.136
C 3.1412 2.9402 1.2422 0.009 -0.029 0.005
C 3.5427 4.1997 1.6602 -0.037 -0.021 0.011
C 3.1444 4.6797 2.9020 -0.004 -0.020 0.004
C 2.3255 3.9012 3.7066 -0.014 -0.015 -0.042
C 1.9175 2.6422 3.2817 -0.058 0.058 0.025
H 2.0735 -1.5660 2.6495 0.049 -0.105 -0.061
H 2.4197 -0.1903 3.6677 -0.028 0.033 0.069
H -1.2933 -2.0022 3.4034 -0.142 0.001 0.013
H 0.2172 -2.7722 2.9599 0.081 -0.023 0.042
H 1.0184 -2.6961 -0.9393 -0.145 -0.108 -0.067
H 1.2837 -5.0011 -1.8314 0.022 0.007 -0.026
H -0.0925 -6.8400 -0.9129 0.006 0.003 0.008
H -1.7036 -6.3801 0.9107 -0.001 0.011 -0.018
H -1.9669 -4.0933 1.7808 0.004 0.019 -0.025
H -2.2231 0.3919 2.4669 -0.433 -0.550 -0.131
H -4.5670 1.0853 2.2748 -0.064 -0.090 -0.039
H -6.0794 -0.0412 0.6580 0.059 0.027 -0.059
H -5.1938 -1.8532 -0.7822 0.003 -0.274 0.849
H -2.8439 -2.5450 -0.6010 -0.141 -0.114 0.388
H -2.1063 -0.6862 4.5536 0.016 0.019 -0.040
H -2.7828 0.1577 6.7037 0.026 0.021 -0.026
H -1.1298 1.1695 8.2675 0.008 -0.008 -0.017
H 1.2602 1.2420 7.5758 -0.016 -0.003 -0.012
H 1.9710 0.3617 5.4540 0.036 -0.008 -0.051
H 2.4544 -1.7741 -0.0503 0.189 0.079 0.086
H 4.4997 -3.0565 -0.5868 -0.014 -0.007 0.022
H 6.7094 -2.2370 0.1847 -0.003 0.013 -0.015
H 6.8448 -0.1314 1.4789 -0.012 0.006 0.003
H 4.8090 1.1327 2.0179 -0.008 -0.017 0.005
H 3.4501 2.5796 0.2681 -0.033 0.027 -0.025
H 4.1513 4.8132 1.0069 0.007 -0.016 0.005
H 3.4537 5.6653 3.2295 -0.009 -0.007 -0.008
H 1.9733 4.2791 4.6588 -0.002 -0.006 -0.008
H 1.2142 2.0851 3.8854 -0.012 0.001 0.018
C 2.5788 -1.6405 -3.1243 -0.209 -0.043 -0.140
P 1.8266 0.0140 -2.7968 0.122 -0.070 0.168
C 3.3989 0.9606 -2.7302 0.011 -0.056 0.011
C 1.2198 0.4743 -4.4612 0.034 0.026 0.005
C 0.7446 -0.4663 -5.3733 -0.041 -0.007 -0.018
C 0.2581 -0.0739 -6.6158 -0.004 0.019 0.052
C 0.2369 1.2691 -6.9639 0.008 -0.033 0.032
C 0.6877 2.2182 -6.0538 0.006 -0.028 0.031
C 1.1669 1.8258 -4.8122 0.001 0.033 0.010
H 1.8256 -2.4290 -3.1851 0.002 0.026 -0.020
H 3.2328 -1.8656 -2.2824 -0.007 0.010 -0.066
H 3.1666 -1.6298 -4.0450 0.012 -0.026 0.003
H 4.0066 0.7609 -3.6165 0.009 0.016 0.026
H 3.9388 0.6371 -1.8357 -0.015 0.008 -0.021
H 3.1959 2.0244 -2.6268 -0.010 -0.017 0.009
H 0.7487 -1.5207 -5.1173 0.047 0.021 -0.030
H -0.1042 -0.8205 -7.3126 0.013 0.002 0.012
H -0.1301 1.5755 -7.9359 -0.013 -0.005 0.025
H 0.6605 3.2706 -6.3091 0.005 -0.010 0.011
H 1.4875 2.5759 -4.0957 0.006 -0.019 -0.047
O -1.6205 -0.6706 -1.1576 1.378 0.691 -1.321
N -2.5349 -0.9199 -2.0135 0.080 0.870 -2.157
C -2.2456 -1.5337 -3.1822 -0.259 -0.193 -0.097
C -3.2363 -1.8032 -4.1022 0.637 -0.239 -0.121
C -4.5491 -1.4480 -3.8322 -0.351 0.322 0.614
C -4.8230 -0.8239 -2.6256 -0.248 0.025 -1.589
C -3.8102 -0.5681 -1.7270 1.277 2.258 -1.843
H -1.1989 -1.7648 -3.3144 -0.013 0.013 0.009
H -2.9629 -2.2941 -5.0262 0.013 0.040 0.001
H -5.3353 -1.6438 -4.5483 -0.011 0.008 0.011
H -5.8244 -0.5110 -2.3642 -0.008 0.065 -0.024
H -3.9411 -0.0677 -0.7761 0.765 2.323 -2.496
O 0.9529 4.1390 -1.5752 -0.084 -0.166 -0.049
N 1.4869 3.0626 -1.4210 0.019 0.040 -0.097
```
Forces are in eV/Å.